{"formula": "C24H27FN4O2S", "method": "the ωB97M-V functional and the def2-TZVPD basis", "energy_ha": -1798.2835, "homo_lumo_gap_ev": 8.9, "lumo_energy_ev": 0.6, "charge": 0, "de_lowest_kj_mol": 83.62, "species": ["O", "S", "O", "N", "H", "C", "H", "H", "C", "N", "C", "C", "N", "C", "C", "H", "H", "H", "H", "C", "C", "C", "C", "C", "C", "C", "H", "H", "H", "H", "H", "H", "H", "H", "H", "H", "H", "C", "C", "C", "C", "N", "C", "H", "H", "H", "H", "H", "C", "C", "C", "C", "C", "C", "H", "H", "F", "H", "H"], "xyz": [[3.4849, 3.5378, 0.6991], [3.2009, 2.5845, -0.3315], [3.2384, 2.9932, -1.7065], [1.7142, 1.9298, 0.0134], [1.2488, 2.3368, 0.8057], [0.8693, 1.4746, -1.0561], [1.5309, 1.2633, -1.8982], [0.1631, 2.2471, -1.3839], [0.1197, 0.1817, -0.6760], [-0.6976, 0.3309, 0.5221], [-1.6369, 1.4406, 0.4706], [-2.3699, 1.5492, 1.8165], [-3.0553, 0.3480, 2.2294], [-2.1688, -0.7879, 2.1257], [-1.4424, -0.8948, 0.7807], [-0.7430, -1.7321, 0.8239], [-2.1649, -1.0900, -0.0309], [-2.7298, -1.7039, 2.3165], [-1.4101, -0.6765, 2.9089], [-4.4299, 0.1741, 1.7949], [-4.6724, -0.0179, 0.3148], [-4.6696, -1.2898, -0.2463], [-4.8439, -1.4628, -1.6083], [-5.0312, -0.3640, -2.4296], [-5.0571, 0.9063, -1.8794], [-4.8824, 1.0759, -0.5170], [-4.9112, 2.0702, -0.0930], [-5.2160, 1.7672, -2.5126], [-5.1654, -0.4976, -3.4929], [-4.8356, -2.4579, -2.0292], [-4.5309, -2.1529, 0.3902], [-4.9772, 1.0592, 2.1353], [-4.8201, -0.6921, 2.3384], [-3.0808, 2.3764, 1.7812], [-1.6208, 1.7684, 2.5867], [-1.0961, 2.3742, 0.3129], [-2.3608, 1.3115, -0.3526], [1.1628, -0.8834, -0.4572], [1.5418, -1.7518, -1.4717], [2.5361, -2.6849, -1.2266], [3.1189, -2.7085, 0.0302], [2.7737, -1.8799, 1.0021], [1.8261, -0.9937, 0.7623], [1.5597, -0.3432, 1.5822], [3.8932, -3.4226, 0.2771], [2.8461, -3.3799, -1.9914], [1.0581, -1.7039, -2.4381], [-0.5076, -0.0949, -1.5499], [4.2662, 1.1635, -0.1332], [4.6307, 0.4328, -1.2467], [5.4354, -0.6828, -1.0958], [5.8484, -1.0298, 0.1798], [5.4905, -0.3014, 1.3019], [4.6860, 0.8112, 1.1346], [4.3858, 1.4209, 1.9709], [5.8340, -0.6120, 2.2749], [6.6271, -2.1163, 0.3305], [5.7430, -1.2778, -1.9410], [4.2943, 0.7576, -2.2182]], "forces_ev_per_angstrom": [[-0.1, -0.2, 0.2], [-0.3, -0.3, 0.2], [0.0, -0.3, 0.0], [0.6, 0.5, 0.0], [0.1, 0.2, 0.3], [-0.4, -0.2, -0.4], [-0.3, -0.1, -0.1], [0.1, -0.1, 0.0], [0.2, 0.2, -0.1], [0.1, 0.1, -0.1], [-0.1, 0.1, 0.1], [0.1, 0.1, -0.2], [-0.1, 0.0, 0.0], [0.1, -0.1, -0.2], [-0.1, -0.2, 0.3], [-0.1, 0.0, 0.0], [0.2, 0.0, 0.1], [0.0, 0.0, 0.0], [0.0, -0.1, 0.0], [0.1, 0.0, 0.1], [-0.1, 0.0, 0.0], [-0.1, 0.1, 0.0], [0.0, -0.1, 0.0], [0.0, 0.0, -0.1], [0.0, 0.1, -0.1], [-0.1, -0.1, 0.1], [0.0, 0.1, 0.1], [0.0, 0.1, -0.1], [0.0, 0.0, -0.1], [0.0, -0.1, 0.0], [0.0, -0.1, 0.1], [-0.1, -0.1, 0.0], [-0.1, 0.1, 0.0], [0.0, 0.0, 0.0], [0.0, 0.1, -0.1], [0.0, 0.1, 0.0], [0.1, 0.1, 0.0], [0.0, -0.2, -0.1], [0.0, 0.1, 0.2], [0.0, 0.0, 0.0], [0.0, -0.2, -0.3], [0.2, -0.1, 0.4], [-0.2, 0.1, -0.1], [-0.1, 0.1, 0.0], [0.1, -0.1, -0.1], [0.1, -0.1, -0.1], [-0.1, 0.0, -0.1], [0.1, 0.0, 0.1], [-0.3, 0.6, -0.2], [0.0, 0.0, -0.1], [0.1, -0.1, 0.2], [-0.1, 0.3, -0.1], [0.1, 0.0, -0.2], [0.1, 0.0, 0.1], [0.0, 0.0, 0.2], [0.0, 0.0, 0.1], [0.0, 0.0, 0.0], [0.0, -0.1, -0.1], [0.0, 0.0, -0.2]], "lowdin_charge": [-0.28, 0.65, -0.29, -0.11, 0.11, -0.18, 0.12, 0.12, -0.27, -0.12, -0.16, -0.16, -0.16, -0.15, -0.15, 0.12, 0.12, 0.12, 0.12, -0.14, -0.22, -0.06, -0.08, -0.09, -0.08, -0.06, 0.11, 0.10, 0.10, 0.10, 0.11, 0.12, 0.12, 0.12, 0.12, 0.11, 0.12, -0.19, -0.02, -0.06, -0.16, 0.09, -0.11, 0.12, 0.11, 0.10, 0.12, 0.16, -0.28, -0.05, 0.00, -0.29, 0.00, -0.05, 0.12, 0.12, 0.07, 0.12, 0.12]}